[1]
{
  "formula": "C3H8N2O2",
  "method": "the ωB97M-V functional and the def2-TZVPD basis",
  "orbital_gap_ev": 8.3,
  "energy_ev": -10311.766,
  "e_above_lowest_kcal_mol": 119.61,
  "charge": 0,
  "homo_energy_ha": -0.321,
  "elements": ["C", "N", "C", "O", "H", "H", "H", "H", "H", "C", "O", "N", "H", "H", "H"],
  "xyz": [[-1.1375, 1.3839, -0.0556], [-0.8485, 0.0734, -0.6386], [-0.1786, -1.1612, 0.4069], [-0.5057, -1.1390, 1.6026], [-1.7164, -0.3660, -0.9501], [-0.2825, -2.0767, -0.2061], [-0.2200, 1.9054, 0.2082], [-1.7310, 1.2958, 0.8571], [-1.6723, 1.9914, -0.7875], [1.3516, -0.5373, -0.0038], [1.7961, 0.2992, 1.0200], [0.9151, 0.1475, -1.1372], [1.2909, 0.0448, 1.8132], [0.9162, -0.4808, -1.9424], [2.0227, -1.3804, -0.1866]],
  "atomic_forces_ev_per_a": [[0.1, 0.2, -0.1], [1.7, -0.8, 1.5], [1.6, 0.9, 0.8], [-0.1, 0.2, -0.6], [0.3, 0.3, -1.1], [-0.4, 0.3, -0.3], [0.1, -0.2, -0.1], [-0.1, -0.3, -0.1], [-0.1, 0.0, 0.1], [-1.3, -0.7, 1.2], [0.0, -0.2, -0.4], [-1.7, 0.2, -0.7], [-0.2, 0.0, -0.1], [0.0, 0.1, 0.1], [0.1, 0.2, -0.2]]
}

***

[2]
{
  "formula": "C15H56Br2O23",
  "method": "the ωB97M-V functional and the def2-TZVPD basis",
  "orbital_gap_ev": 7.2,
  "energy_ev": -203630.981,
  "charge": 0,
  "homo_energy_ha": -0.295,
  "elements": ["Br", "Br", "C", "O", "O", "O", "C", "C", "C", "C", "C", "C", "C", "C", "C", "C", "C", "C", "C", "C", "H", "H", "H", "H", "H", "H", "H", "H", "H", "H", "H", "H", "H", "H", "H", "H", "O", "H", "H", "O", "H", "H", "O", "H", "H", "O", "H", "H", "O", "H", "H", "O", "H", "H", "O", "H", "H", "O", "H", "H", "O", "H", "H", "O", "H", "H", "O", "H", "H", "O", "H", "H", "O", "H", "H", "O", "H", "H", "O", "H", "H", "O", "H", "H", "O", "H", "H", "O", "H", "H", "O", "H", "H", "O", "H", "H"],
  "xyz": [[0.0710, 6.5594, -1.0937], [-3.0097, 1.8264, 1.3767], [1.7982, 5.3948, 0.7186], [0.3213, 2.9963, 1.5988], [0.1754, 1.0014, -1.1024], [1.1984, -2.8794, -1.4383], [1.3745, 6.5156, 0.1771], [2.3966, 4.3076, 1.1750], [-1.0019, 0.7217, -0.4175], [-1.3690, 1.7511, 0.4338], [-1.7287, -1.3138, -1.8511], [1.9661, 2.0218, 0.1946], [1.2816, -4.1054, 0.7904], [-1.2212, -1.8850, -0.4963], [-1.8369, -0.4782, -0.6255], [1.8159, 2.9200, 1.3814], [-0.3745, 2.8586, 0.4098], [0.6809, 2.2401, -0.6080], [1.0111, -2.8726, -0.0498], [-0.1603, -2.8442, -1.0748], [1.5116, 7.4440, 0.6788], [3.4736, 4.2517, 1.1820], [-1.0037, -0.9067, -2.5504], [-2.6359, -1.7307, -2.2300], [2.9025, 2.2262, -0.3730], [2.0973, 0.9693, 0.5340], [1.6014, -5.0071, 0.2292], [2.0721, -3.9495, 1.5085], [0.5031, -4.4227, 1.5298], [-1.9085, -2.6064, 0.0056], [-2.8497, -0.3197, -0.1433], [2.2559, 2.5003, 2.2303], [-0.8241, 3.7860, 0.1580], [0.8720, 2.8847, -1.4475], [1.4759, -1.8791, 0.2293], [-0.5715, -3.8249, -1.4208], [2.2747, -0.2916, -2.6915], [3.2415, -0.5080, -2.4862], [1.6916, -0.8186, -2.0542], [2.7503, 9.7039, 0.3675], [3.3297, 9.1632, 0.9966], [3.2395, 9.7925, -0.5138], [-3.0879, -4.8026, 1.4402], [-3.6116, -5.2479, 2.1828], [-2.7336, -5.5254, 0.8273], [-0.9207, 7.4550, 2.5905], [-0.4745, 6.5566, 2.7232], [-0.5576, 8.0931, 3.2867], [4.5826, -2.9159, 1.6622], [4.8895, -3.5738, 2.3670], [5.1800, -3.0201, 0.8522], [-3.3958, -0.2848, -4.5131], [-4.3910, -0.4644, -4.5456], [-2.9130, -1.1706, -4.5913], [3.8448, 2.6762, 4.6151], [3.9479, 1.9339, 5.2949], [4.5201, 2.5237, 3.8772], [0.0146, 1.9051, -4.1011], [0.9419, 2.3059, -4.0455], [0.0705, 1.0564, -4.6493], [-5.0327, -1.6068, -1.5244], [-5.1972, -0.6087, -1.5433], [-4.9049, -1.8869, -0.5605], [-4.6885, -2.5703, 1.0374], [-5.0678, -2.3803, 1.9560], [-4.0524, -3.3533, 1.1149], [-1.9622, -4.7227, -3.4153], [-2.6054, -4.5144, -2.6626], [-1.4163, -5.5317, -3.1486], [2.2665, -4.7857, -3.1464], [2.2118, -4.0138, -2.4946], [2.4394, -5.6318, -2.6191], [-0.2444, 0.2392, 2.9885], [-0.5902, 1.1097, 2.6059], [-0.6284, -0.5202, 2.4411], [-0.1591, 4.7369, 3.6269], [-0.1180, 4.0438, 2.8908], [-0.8730, 4.4547, 4.2860], [2.8796, 2.2525, -3.2435], [3.5995, 2.0466, -3.9240], [2.4502, 1.3796, -2.9651], [1.8671, -2.8949, 3.9314], [2.5241, -3.4551, 3.4039], [1.1130, -3.4968, 4.2359], [-4.0088, -4.3274, -1.6292], [-4.5725, -4.6232, -0.8427], [-4.4353, -3.5019, -2.0298], [2.5759, -7.1107, -1.1040], [3.3920, -7.3845, -1.6358], [2.8849, -6.7889, -0.1959], [-1.6447, -2.7470, 2.6089], [-2.2939, -3.3727, 2.1498], [-1.0172, -3.3037, 3.1746], [-3.1020, 5.3542, -0.3700], [-3.0945, 6.2223, -0.8897], [-3.2890, 4.6003, -1.0184]],
  "atomic_forces_ev_per_a": [[-0.5, 0.0, -1.8], [0.3, 0.2, -0.1], [0.8, -0.5, -0.2], [2.3, 0.0, 1.6], [-1.5, -1.2, 0.7], [0.6, 1.6, -1.9], [0.6, -0.9, 2.1], [-0.7, 0.1, -1.1], [-0.6, 2.7, 1.2], [0.4, -1.8, -1.7], [-2.0, 1.1, 0.8], [0.9, -0.7, -0.4], [0.5, -0.8, 0.7], [-1.4, -0.8, -3.6], [1.0, 0.4, 0.1], [-2.4, 1.8, 0.4], [0.7, -1.8, -1.2], [-0.1, 0.4, 0.3], [0.1, -0.9, 0.1], [1.9, -1.3, 5.0], [-0.4, 0.6, 0.5], [0.5, 0.1, -0.7], [0.2, -0.7, 0.0], [-0.4, 0.2, -0.4], [-0.8, 0.2, 0.1], [-0.6, 0.6, -0.2], [-0.5, 0.6, -0.1], [0.8, 0.4, -0.2], [-0.2, 0.5, -1.2], [0.5, 0.8, -0.6], [1.5, -0.8, -0.5], [0.3, -0.8, 1.6], [-0.2, 1.1, -0.6], [-0.1, 0.2, -0.5], [-1.3, -1.2, 0.9], [-0.2, 1.1, 0.6], [1.0, -1.3, 1.4], [-2.2, 0.1, -0.2], [1.3, 0.9, -1.2], [1.8, -0.8, -0.4], [-1.0, 1.2, -1.7], [-0.8, -0.4, 2.1], [-0.6, -2.5, 0.3], [1.2, 0.6, -1.6], [-0.8, 1.5, 1.3], [1.4, 0.1, 1.3], [-0.8, 1.6, 0.3], [-0.6, -1.7, -1.5], [1.5, -1.4, -0.1], [-0.3, 1.4, -1.8], [-1.1, 0.0, 2.0], [-0.9, -1.8, -0.2], [2.3, 0.0, 0.0], [-1.4, 1.7, 0.1], [1.4, -1.5, -0.2], [0.0, 1.5, -1.7], [-1.4, 0.0, 1.9], [1.4, -0.8, -0.9], [-1.6, -1.1, -0.3], [0.2, 2.0, 1.2], [-0.2, 1.4, 1.1], [0.5, -2.2, 0.2], [-0.3, 0.8, -1.3], [0.2, -0.9, 2.0], [1.0, -0.4, -2.0], [-1.3, 1.4, -0.1], [0.3, -1.1, 1.5], [1.2, -0.9, -1.2], [-1.3, 1.8, -0.4], [0.5, -0.4, 1.7], [-0.1, -1.8, -1.1], [-0.5, 2.1, -0.7], [-1.1, 0.1, -1.4], [0.7, -2.1, 0.6], [0.5, 1.8, 1.0], [-1.3, -1.2, 0.4], [-0.2, 0.9, 1.2], [1.5, 0.5, -1.7], [0.8, -0.9, -1.0], [-1.7, 0.2, 1.5], [0.9, 0.9, -0.6], [-0.2, -2.1, -0.3], [-1.7, 1.0, 1.2], [1.9, 1.1, -0.7], [-1.8, 0.7, 1.0], [1.0, 1.0, -1.9], [0.5, -1.3, 1.1], [1.9, 0.1, 0.6], [-1.5, 0.6, 1.5], [-0.3, -0.8, -2.1], [0.1, -1.7, 0.5], [1.9, 1.0, 1.1], [-1.6, 1.1, -1.4], [-0.4, 0.1, -2.0], [0.0, -2.1, 0.9], [0.4, 1.9, 1.1]]
}

***

[3]
{
  "formula": "C30H40N2NaO5PSb2",
  "method": "the ωB97M-V functional and the def2-TZVPD basis",
  "orbital_gap_ev": 7.9,
  "energy_ev": -71759.711,
  "e_above_lowest_kcal_mol": 15.57,
  "charge": 0,
  "homo_energy_ha": -0.290,
  "elements": ["Na", "C", "Sb", "C", "C", "C", "C", "C", "C", "C", "C", "C", "Sb", "C", "C", "H", "H", "H", "H", "H", "H", "H", "H", "H", "H", "H", "H", "H", "H", "H", "H", "H", "H", "H", "H", "C", "O", "P", "O", "C", "O", "C", "H", "H", "H", "H", "H", "H", "H", "H", "H", "O", "C", "N", "C", "C", "O", "N", "C", "C", "C", "C", "C", "C", "C", "C", "C", "C", "C", "C", "H", "H", "H", "H", "H", "H", "H", "H", "H", "H", "H"],
  "xyz": [[0.6519, 1.2541, -2.0080], [-3.8195, 3.0353, -1.2292], [-1.8164, 2.6104, -0.6233], [-2.3532, 1.1221, 0.8109], [-1.6344, 4.3380, 0.7022], [-1.8138, 4.0522, 2.1590], [-3.1012, 4.0228, 2.6943], [-3.3331, 3.6789, 4.0153], [-2.2607, 3.3591, 4.8348], [-0.9746, 3.4089, 4.3232], [-0.7266, 3.7584, 2.9955], [0.6953, 3.8086, 2.5164], [1.3630, 2.0625, 1.4353], [3.4291, 2.5699, 1.6632], [1.2016, 0.7246, 3.0796], [-4.1645, 2.2927, -1.9471], [-3.8629, 4.0186, -1.6967], [-4.4741, 3.0182, -0.3571], [-2.9888, 1.5577, 1.5810], [-1.4752, 0.6534, 1.2516], [-2.9002, 0.3464, 0.2720], [-2.4152, 5.0168, 0.3518], [-0.6746, 4.8035, 0.4867], [-3.9366, 4.2675, 2.0467], [-4.3446, 3.6619, 4.4001], [-2.4204, 3.0857, 5.8697], [-0.1322, 3.1813, 4.9668], [1.3682, 3.8877, 3.3731], [0.8849, 4.6668, 1.8704], [3.6665, 2.6306, 2.7261], [3.6025, 3.5395, 1.1956], [4.0832, 1.8389, 1.1906], [1.7946, 1.1175, 3.9065], [1.5361, -0.2697, 2.7907], [0.1575, 0.6529, 3.3824], [5.9400, 1.7100, -2.3902], [4.9393, 0.7328, -2.7177], [3.4478, 0.9346, -2.1321], [2.5009, 0.7011, -3.4545], [2.6335, 1.6301, -4.5362], [3.0769, -0.5284, -1.5778], [3.4327, -0.9135, -0.2463], [6.8905, 1.1857, -2.3472], [5.7360, 2.1786, -1.4264], [5.9772, 2.4771, -3.1630], [1.9644, 1.2841, -5.3182], [3.6594, 1.6461, -4.9047], [2.3462, 2.6412, -4.2309], [3.4087, -1.9995, -0.2260], [2.6943, -0.5363, 0.4617], [4.4375, -0.5736, 0.0146], [-0.7701, 0.0667, -3.1339], [-0.6776, -0.7717, -2.2249], [-1.0594, -2.0740, -2.3545], [-0.8236, -2.8076, -1.1335], [-0.1579, -1.6717, -0.2915], [0.2670, -1.8605, 0.8389], [-0.1647, -0.5100, -0.9775], [-2.1130, -3.2227, -0.4294], [-3.3281, -2.6327, -0.7518], [-4.4843, -2.9744, -0.0607], [-4.4343, -3.9029, 0.9663], [-3.2198, -4.4900, 1.2989], [-2.0688, -4.1530, 0.6055], [0.0901, -4.0075, -1.3725], [-0.2797, -4.9163, -2.3631], [0.4997, -6.0242, -2.6456], [1.6683, -6.2503, -1.9274], [2.0334, -5.3625, -0.9301], [1.2500, -4.2472, -0.6497], [-1.4368, -2.4289, -3.2140], [-3.3734, -1.9014, -1.5491], [-5.4242, -2.5083, -0.3288], [-5.3340, -4.1696, 1.5060], [-3.1657, -5.2134, 2.1024], [-1.1266, -4.6128, 0.8733], [-1.2010, -4.7668, -2.9161], [0.1928, -6.7135, -3.4218], [2.2839, -7.1142, -2.1420], [2.9355, -5.5325, -0.3553], [1.5257, -3.5699, 0.1465]],
  "atomic_forces_ev_per_a": [[0.1, 0.7, 0.1], [-0.2, 0.0, 0.1], [0.2, -0.1, 0.0], [-0.1, 0.0, -0.1], [-0.1, 0.2, 0.1], [0.0, -0.1, -0.2], [0.0, 0.0, 0.0], [0.0, 0.0, 0.0], [0.0, 0.0, 0.0], [0.0, 0.0, 0.0], [0.1, 0.0, 0.0], [0.0, 0.1, 0.2], [-0.2, -0.1, -0.5], [0.1, 0.0, 0.2], [0.0, 0.0, 0.1], [0.0, 0.0, 0.0], [0.0, 0.0, 0.0], [0.0, 0.0, 0.0], [0.0, 0.0, 0.0], [0.0, 0.0, 0.0], [0.0, 0.0, 0.0], [0.0, 0.0, 0.0], [0.0, 0.0, 0.0], [0.0, 0.0, 0.0], [0.0, 0.0, 0.0], [0.0, 0.0, 0.0], [0.0, 0.0, 0.0], [0.0, 0.0, 0.0], [0.0, 0.0, 0.0], [0.1, 0.0, 0.0], [0.0, 0.0, 0.0], [0.0, 0.0, 0.0], [0.0, -0.1, 0.0], [0.0, 0.0, 0.0], [0.0, 0.0, 0.0], [-0.1, -0.1, -0.1], [0.2, 0.0, -0.1], [-0.1, -0.2, 0.2], [0.3, 0.2, 0.0], [0.0, -0.1, 0.1], [0.1, 0.0, -0.1], [-0.1, 0.0, 0.0], [0.0, 0.0, 0.0], [0.0, 0.0, 0.0], [0.0, 0.0, 0.0], [0.0, 0.0, 0.0], [0.0, 0.0, 0.0], [0.0, 0.0, 0.0], [0.0, 0.0, 0.0], [0.0, 0.0, 0.0], [0.0, 0.0, 0.0], [-0.2, -0.2, -0.1], [-0.2, -0.3, -0.1], [0.0, 0.2, 0.1], [0.0, -0.1, 0.0], [0.0, 0.1, 0.2], [0.0, 0.1, 0.0], [-0.1, -0.6, -0.2], [0.1, 0.0, 0.1], [0.0, 0.0, 0.0], [0.0, 0.0, 0.0], [0.0, 0.0, 0.0], [0.0, 0.0, 0.0], [0.0, 0.0, 0.0], [-0.1, 0.0, -0.1], [0.0, 0.0, 0.0], [0.0, 0.0, 0.0], [0.0, 0.0, 0.0], [0.0, 0.0, 0.0], [0.0, 0.0, 0.0], [0.0, -0.1, 0.0], [0.0, 0.0, 0.0], [0.0, 0.0, 0.0], [0.0, 0.0, 0.0], [0.0, 0.0, 0.0], [0.0, 0.0, 0.0], [0.0, 0.0, 0.0], [0.0, 0.0, 0.0], [0.0, 0.0, 0.0], [0.0, 0.0, 0.0], [0.0, 0.0, 0.0]]
}

***

[4]
{
  "formula": "C32H52BCuN2OP2",
  "method": "the ωB97M-V functional and the def2-TZVPD basis",
  "orbital_gap_ev": 5.9,
  "energy_ev": -102951.486,
  "e_above_lowest_kcal_mol": 0.00,
  "charge": 0,
  "homo_energy_ha": -0.222,
  "elements": ["Cu", "C", "C", "C", "C", "P", "C", "N", "B", "N", "C", "P", "C", "C", "C", "C", "C", "C", "C", "C", "C", "C", "C", "C", "C", "C", "C", "C", "C", "C", "H", "H", "H", "H", "H", "H", "H", "H", "H", "H", "H", "H", "H", "H", "H", "H", "H", "H", "H", "H", "H", "H", "H", "H", "H", "H", "H", "H", "H", "H", "H", "H", "H", "H", "H", "H", "H", "H", "H", "H", "H", "H", "H", "H", "C", "C", "O", "C", "C", "C", "C", "C", "C", "H", "H", "H", "H", "H", "H", "H", "H"],
  "xyz": [[1.0406, -0.2448, -0.7484], [2.5520, -3.3036, 0.7931], [3.6547, -2.5024, 0.0825], [3.7178, -2.9797, -1.3731], [4.9839, -2.8012, 0.7749], [3.1456, -0.7073, 0.0730], [2.7141, -0.3874, 1.8588], [1.3108, -0.6353, 2.0836], [0.2562, -0.6949, 1.0570], [-0.9349, -0.8995, 1.8740], [-2.3213, -1.0851, 1.5151], [-2.7782, -0.6512, -0.2294], [-3.4155, 1.1044, -0.0055], [-3.5926, 1.7275, -1.3954], [-2.2859, 1.8751, 0.6954], [-4.7031, 1.2858, 0.7933], [-4.2545, -1.8020, -0.4192], [-3.6342, -3.1884, -0.6633], [-5.2493, -1.9141, 0.7418], [-5.0233, -1.4030, -1.6813], [-0.5979, -0.9976, 3.2216], [-1.3874, -1.2160, 4.3356], [-0.7705, -1.2376, 5.5903], [0.5961, -1.0413, 5.7183], [1.3978, -0.8211, 4.5945], [0.7916, -0.8122, 3.3527], [4.6366, 0.4078, -0.1244], [5.6366, 0.4218, 1.0370], [4.0546, 1.8235, -0.2781], [5.3659, 0.0592, -1.4233], [2.7674, -4.3676, 0.6590], [1.5623, -3.0981, 0.3864], [2.5207, -3.0979, 1.8632], [3.9574, -4.0462, -1.3933], [4.4801, -2.4562, -1.9511], [2.7585, -2.8389, -1.8749], [5.1324, -3.8847, 0.7944], [4.9942, -2.4541, 1.8096], [5.8384, -2.3644, 0.2575], [2.9741, 0.6528, 2.0874], [3.3351, -1.0084, 2.5164], [-2.9426, -0.4776, 2.1868], [-2.6194, -2.1238, 1.6950], [-2.6418, 1.7361, -1.9324], [-3.9348, 2.7617, -1.2966], [-4.3147, 1.1928, -2.0142], [-1.3090, 1.6582, 0.2590], [-2.2212, 1.6350, 1.7578], [-2.4810, 2.9486, 0.6040], [-5.5807, 0.9468, 0.2403], [-4.8494, 2.3472, 1.0166], [-4.6818, 0.7562, 1.7471], [-3.2053, -3.6151, 0.2446], [-2.8490, -3.1530, -1.4199], [-4.4129, -3.8740, -1.0101], [-4.7665, -2.0288, 1.7120], [-5.8784, -2.7975, 0.5948], [-5.9137, -1.0536, 0.7994], [-4.3627, -1.3126, -2.5469], [-5.5520, -0.4573, -1.5546], [-5.7721, -2.1673, -1.9090], [-2.4538, -1.3714, 4.2423], [-1.3735, -1.4074, 6.4726], [1.0521, -1.0561, 6.6994], [2.4639, -0.6613, 4.6950], [5.1580, 0.6413, 1.9904], [6.3765, 1.2087, 0.8622], [6.1793, -0.5169, 1.1395], [3.5950, 2.1820, 0.6449], [3.3019, 1.8707, -1.0679], [4.8661, 2.5108, -0.5309], [5.8912, -0.8944, -1.3643], [6.1092, 0.8321, -1.6370], [4.6766, 0.0170, -2.2699], [-0.4991, 0.6436, -4.0330], [-0.0565, 1.6003, -2.9657], [0.5967, 1.2040, -2.0090], [-0.4208, 3.0461, -3.0507], [-0.2015, 3.8533, -1.9383], [-0.5490, 5.1930, -1.9844], [-1.1051, 5.7264, -3.1406], [-1.3216, 4.9259, -4.2530], [-0.9832, 3.5809, -4.2039], [-0.3392, -0.3744, -3.6866], [0.0903, 0.8136, -4.9381], [-1.5479, 0.7848, -4.2939], [0.2306, 3.4178, -1.0484], [-0.3886, 5.8194, -1.1171], [-1.3740, 6.7745, -3.1734], [-1.7541, 5.3434, -5.1515], [-1.1577, 2.9545, -5.0682]],
  "atomic_forces_ev_per_a": [[0.0, -0.1, 0.3], [0.0, 0.0, 0.0], [0.0, -0.1, 0.0], [0.0, 0.0, -0.1], [0.0, -0.1, 0.0], [-0.1, 0.2, 0.1], [0.0, 0.0, 0.0], [0.0, -0.1, -0.2], [0.0, 0.2, 0.4], [0.1, -0.2, -0.1], [-0.2, 0.1, 0.1], [0.1, 0.0, -0.1], [0.0, 0.1, 0.0], [0.0, -0.1, -0.1], [0.0, 0.0, 0.1], [-0.1, 0.0, 0.0], [-0.1, 0.0, 0.0], [0.0, 0.0, 0.0], [-0.1, 0.0, 0.0], [0.0, 0.0, 0.0], [0.0, 0.1, -0.1], [0.1, 0.0, 0.1], [0.0, 0.0, -0.1], [0.1, 0.0, -0.1], [-0.1, 0.0, 0.1], [0.0, 0.0, -0.1], [0.1, 0.0, 0.0], [0.1, 0.0, 0.0], [0.0, 0.0, 0.0], [0.0, 0.0, -0.1], [0.0, 0.0, 0.0], [0.0, 0.0, 0.0], [0.0, 0.0, 0.0], [0.0, 0.0, 0.0], [0.0, 0.0, 0.0], [0.0, 0.0, 0.0], [0.0, 0.0, 0.0], [0.0, 0.0, 0.0], [-0.1, 0.0, 0.0], [0.0, 0.0, 0.0], [0.0, 0.0, 0.0], [0.0, -0.1, 0.0], [0.0, 0.0, -0.1], [0.0, 0.0, 0.0], [0.0, 0.0, 0.0], [0.0, 0.0, 0.1], [0.0, 0.0, -0.1], [0.0, 0.0, 0.0], [0.0, 0.0, 0.0], [0.0, 0.0, 0.0], [0.0, 0.0, 0.0], [0.0, 0.0, 0.0], [0.0, 0.0, 0.0], [0.0, 0.0, 0.0], [0.0, 0.0, 0.0], [0.1, 0.0, 0.0], [0.0, 0.0, 0.0], [0.0, 0.0, 0.0], [0.0, 0.0, 0.0], [0.0, 0.0, 0.0], [0.0, 0.0, 0.0], [0.0, 0.0, 0.0], [0.0, 0.0, 0.0], [0.0, 0.0, 0.0], [0.0, 0.0, 0.0], [0.0, 0.0, 0.0], [0.0, 0.0, 0.0], [0.0, 0.1, 0.0], [0.0, 0.0, 0.0], [0.0, 0.0, 0.0], [0.0, 0.0, 0.0], [0.0, 0.0, 0.0], [0.0, 0.0, 0.0], [0.0, 0.0, 0.0], [0.0, 0.0, -0.1], [0.0, 0.1, 0.2], [-0.1, 0.3, -0.3], [0.2, -0.4, 0.0], [0.0, 0.2, 0.0], [0.0, -0.1, 0.0], [0.0, 0.1, 0.0], [0.1, -0.1, 0.1], [-0.1, 0.1, -0.1], [0.0, 0.0, 0.0], [0.0, 0.0, 0.0], [0.0, 0.0, 0.0], [0.0, 0.0, 0.0], [0.0, 0.0, 0.0], [0.0, 0.0, 0.0], [0.0, 0.0, 0.0], [0.0, 0.0, 0.0]]
}